# 1
A 7-piece molecular cluster, C18H31Br4NO13 overall at a distorted geometry, computed with ωB97M-V/def2-TZVPD.

Values from the calculation:
E_HOMO: 0.20 eV
Charge: -2

Geometry (Å):
C -0.80 -4.64 0.00
C -0.52 -4.71 -1.52
O 0.81 -5.03 -1.89
H -0.57 -5.60 0.48
H -1.83 -4.41 0.27
H -0.20 -3.87 0.49
H -0.80 -3.74 -1.94
H -1.19 -5.46 -1.94
N 0.81 -1.36 -0.88
O 1.68 -1.79 -0.13
O 0.93 -1.57 -2.08
O -0.11 -0.73 -0.43
Br -3.19 1.48 2.61
C -2.03 2.94 1.93
C -1.32 2.66 0.59
Br -0.30 4.31 0.16
H -1.24 3.18 2.64
H -2.71 3.79 1.84
H -2.00 2.48 -0.25
H -0.60 1.85 0.70
Br -4.96 -0.35 0.09
C -3.11 -0.70 -0.66
C -3.20 -1.87 -1.64
Br -4.58 -1.48 -2.97
H -2.54 -0.97 0.23
H -2.68 0.19 -1.11
H -3.48 -2.77 -1.10
H -2.26 -1.91 -2.18
C -1.07 -2.01 2.86
C 0.32 -1.96 3.38
C 1.26 -0.84 2.99
O 1.69 -0.34 4.23
C 1.16 -0.95 5.25
O 1.41 -0.68 6.40
O 0.30 -1.82 4.80
H -1.69 -1.13 2.99
H -1.60 -2.83 3.35
H -1.15 -2.31 1.82
H 0.88 -2.88 3.18
H 0.75 -0.09 2.38
H 2.10 -1.26 2.45
C -1.42 0.58 -4.46
C -1.11 1.59 -3.35
C 0.31 1.67 -2.94
O 0.71 3.00 -3.07
C -0.31 3.73 -3.50
O -0.17 4.94 -3.76
O -1.38 2.98 -3.63
H -0.85 -0.33 -4.31
H -1.02 1.00 -5.39
H -2.45 0.24 -4.57
H -1.66 1.18 -2.50
H 0.94 0.94 -3.43
H 0.39 1.27 -1.93
C 2.40 2.45 1.76
C 3.26 2.58 0.47
C 4.66 2.26 0.84
O 5.00 1.24 -0.08
C 3.91 0.77 -0.66
O 3.92 -0.28 -1.37
O 2.88 1.47 -0.35
H 1.33 2.43 1.59
H 2.51 3.31 2.42
H 2.63 1.56 2.34
H 3.06 3.51 -0.07
H 4.80 1.94 1.88
H 5.27 3.14 0.67

# 2
A 2-piece molecular cluster, C24H44F3INO2 overall at a distorted geometry, computed with ωB97M-V/def2-TZVPD.

Values from the calculation:
E_HOMO: -12.33 eV
Charge: +1

Geometry (Å):
C -1.62 3.62 -0.16
C -0.43 3.58 -1.13
C -0.60 2.55 -2.28
C 0.37 1.36 -2.12
C 1.68 1.59 -2.87
C 2.70 0.43 -2.80
C 3.93 0.80 -1.94
C 4.24 -0.11 -0.74
C 3.02 -0.53 0.09
C 2.86 -2.07 0.21
C 1.48 -2.66 -0.11
C 0.28 -1.82 0.32
C -0.92 -2.61 0.84
N -2.21 -2.05 0.28
C -3.20 -1.87 1.40
C -4.45 -1.11 0.96
C -4.49 0.32 1.50
I -4.78 0.32 3.61
C -2.73 -2.93 -0.79
C -1.83 -2.99 -2.00
C -1.76 -1.66 -2.70
F -2.41 -0.62 -2.09
C -1.18 -1.42 -3.89
F -0.11 -2.08 -4.33
F -1.63 -0.50 -4.74
H -2.49 3.05 -0.50
H -1.34 3.20 0.81
H -1.94 4.64 0.04
H 0.45 3.28 -0.57
H -0.25 4.58 -1.51
H -1.60 2.13 -2.17
H -0.52 3.00 -3.26
H 0.50 1.19 -1.05
H -0.11 0.47 -2.53
H 1.40 1.78 -3.90
H 2.11 2.52 -2.51
H 3.01 0.21 -3.82
H 2.19 -0.45 -2.41
H 3.90 1.83 -1.61
H 4.80 0.73 -2.59
H 4.83 -0.96 -1.08
H 4.90 0.46 -0.09
H 3.14 -0.15 1.10
H 2.14 -0.03 -0.31
H 3.56 -2.54 -0.48
H 3.20 -2.36 1.20
H 1.42 -2.92 -1.16
H 1.42 -3.61 0.42
H 0.53 -1.04 1.03
H -0.06 -1.27 -0.57
H -0.96 -2.49 1.92
H -0.84 -3.67 0.64
H -2.05 -1.11 -0.10
H -3.46 -2.86 1.75
H -2.74 -1.29 2.19
H -4.57 -1.06 -0.12
H -5.31 -1.63 1.37
H -5.31 0.85 1.02
H -3.57 0.85 1.25
H -2.82 -3.93 -0.37
H -3.73 -2.65 -1.10
H -0.84 -3.39 -1.76
H -2.27 -3.70 -2.69
O 0.38 1.30 1.72
C 0.93 1.55 2.75
O 1.91 2.47 2.84
C 2.46 2.48 4.17
C 1.37 1.89 5.06
C 0.70 0.91 4.10
H 3.37 1.89 4.17
H 2.71 3.51 4.44
H 1.76 1.44 5.97
H 0.66 2.67 5.35
H 1.18 -0.07 4.11
H -0.37 0.79 4.30

# 3
An isolated ion of composition C7H10N and charge +1 at a distorted geometry, computed with ωB97M-V/def2-TZVPD.

Values from the calculation:
Energy relative to the best compared isomer or geometry (same formula, charge and spin): 389.3 kJ/mol
E_HOMO: -13.76 eV
Charge: +1

Geometry (Å):
C 0.34 -0.91 0.23
C -2.36 -1.16 0.06
C 2.42 -0.58 -0.17
C -1.03 -0.48 0.08
C 1.47 0.34 0.57
C 0.55 1.41 -0.20
C -0.94 0.96 -0.17
N 1.27 -1.53 -0.45
H -2.58 -1.27 1.09
H -2.31 -2.13 -0.36
H 2.81 -0.26 -1.16
H 3.31 -1.02 0.35
H -3.21 -0.50 -0.46
H 0.96 1.64 -1.23
H 1.72 0.59 1.66
H 0.54 2.29 0.34
H -1.60 1.35 -0.95
H -1.38 1.27 0.78

# 4
A 9-piece molecular cluster, C16H48ClO12S8 overall at a distorted geometry, computed with ωB97M-V/def2-TZVPD.

Values from the calculation:
E_HOMO (spin up / spin down): -8.71 / -8.71 eV
2S+1: 2
Charge: 0

Geometry (Å):
Cl 0.69 -0.26 -0.46
O 0.27 0.75 -1.41
O -0.34 -0.17 0.59
O 0.85 -1.57 -1.01
O 1.95 0.14 0.22
C -3.07 2.45 -3.00
S -4.26 0.96 -3.14
O -3.81 0.07 -4.34
C -3.81 -0.10 -1.65
H -2.86 2.74 -4.03
H -2.12 2.06 -2.64
H -3.59 3.14 -2.33
H -4.60 -0.79 -1.33
H -3.69 0.55 -0.78
H -2.83 -0.56 -1.77
C 4.57 2.36 1.22
S 5.33 1.97 2.85
O 5.19 3.22 3.70
C 4.06 0.82 3.67
H 3.52 2.65 1.29
H 4.47 1.59 0.46
H 5.14 3.23 0.91
H 3.70 0.14 2.89
H 3.25 1.37 4.14
H 4.53 0.24 4.46
C -1.17 -2.18 -4.05
S -0.03 -2.92 -5.25
O -0.50 -2.37 -6.58
C 1.43 -1.85 -4.69
H -1.14 -1.09 -4.01
H -1.03 -2.56 -3.04
H -2.22 -2.46 -4.14
H 1.70 -2.16 -3.68
H 1.09 -0.81 -4.74
H 2.17 -2.09 -5.44
C 6.36 -3.56 0.71
S 5.20 -4.15 -0.53
O 5.66 -3.47 -1.78
C 3.70 -3.20 -0.05
H 5.98 -3.63 1.73
H 6.39 -2.50 0.48
H 7.36 -3.94 0.49
H 2.87 -3.53 -0.69
H 3.81 -2.15 -0.30
H 3.42 -3.12 1.00
C -4.88 -2.63 1.19
S -3.45 -3.68 1.64
O -3.92 -5.11 1.33
C -2.43 -3.33 0.13
H -4.60 -1.58 1.27
H -5.74 -2.82 1.84
H -5.25 -2.81 0.18
H -1.39 -3.65 0.10
H -2.36 -2.25 0.14
H -2.90 -3.63 -0.81
C 0.17 5.57 -2.71
S 1.90 5.33 -2.22
O 2.67 4.57 -3.30
C 1.62 3.93 -1.07
H -0.53 5.86 -1.93
H -0.35 4.71 -3.12
H 0.22 6.39 -3.43
H 2.01 3.04 -1.56
H 0.56 3.91 -0.79
H 2.37 4.17 -0.31
C -4.88 2.34 2.37
S -3.99 3.20 0.95
O -3.54 4.54 1.37
C -2.53 2.08 1.37
H -5.86 2.76 2.58
H -4.25 2.58 3.23
H -5.00 1.26 2.29
H -1.65 2.16 0.73
H -2.71 1.03 1.61
H -2.30 2.50 2.34
C 0.34 -2.11 2.96
S -1.14 -1.30 3.69
O -1.73 -2.51 4.41
C -0.19 -0.40 5.07
H 0.06 -2.75 2.12
H 0.91 -2.66 3.71
H 1.06 -1.38 2.58
H -0.54 -0.64 6.07
H -0.26 0.68 5.06
H 0.87 -0.64 4.99

Number 1: molar mass 789.06 u. Number 2: molar mass 562.52 u. Number 3: molar mass 108.16 u. Number 4: molar mass 724.54 u.